(1)
{
  "formula": "C25H41O14S2",
  "method": "ωB97M-V/def2-TZVPD",
  "max_force_ha_per_bohr": 0.030,
  "e_tot_ev": -76918.961,
  "total_charge": 1,
  "homo_ev": -11.9,
  "gap_ev": 7.36,
  "elements": ["C", "S", "O", "O", "S", "H", "H", "H", "H", "H", "O", "C", "O", "C", "C", "C", "H", "H", "H", "H", "H", "H", "O", "C", "O", "C", "C", "C", "H", "H", "H", "H", "H", "H", "O", "C", "O", "C", "C", "C", "H", "H", "H", "H", "H", "H", "O", "C", "O", "C", "C", "C", "H", "H", "H", "H", "H", "H", "O", "C", "O", "C", "C", "C", "H", "H", "H", "H", "H", "H", "O", "C", "O", "C", "C", "C", "H", "H", "H", "H", "H", "H"],
  "xyz": [[-5.23177, -2.46095, 0.91385], [-3.77211, -2.20236, 1.82856], [-2.72328, -3.10922, 1.46703], [-4.08544, -1.84011, 3.17639], [-2.76491, -0.36343, 1.03486], [-4.95332, -3.09041, 0.06986], [-5.64487, -1.51346, 0.55452], [-5.90214, -2.98627, 1.59458], [-3.67347, 0.51656, 0.56316], [-2.24317, -0.78389, -0.12963], [0.72220, -1.75279, -2.51473], [0.60129, -2.59711, -1.67483], [-0.19287, -3.68048, -1.86265], [-0.26776, -4.45575, -0.64907], [0.98433, -4.09396, 0.14180], [1.20579, -2.64448, -0.28402], [-1.17725, -4.14818, -0.13443], [-0.33865, -5.50783, -0.91184], [0.86959, -4.21793, 1.21522], [1.82008, -4.71457, -0.18338], [0.66021, -1.94858, 0.35517], [2.24625, -2.34444, -0.30604], [-4.03196, 2.04683, -2.76271], [-2.99748, 2.52972, -2.40523], [-2.92100, 3.33671, -1.32142], [-1.57293, 3.85046, -1.17387], [-0.68686, 2.85013, -1.90508], [-1.61822, 2.36138, -3.01568], [-1.53381, 4.84164, -1.62548], [-1.34649, 3.94397, -0.11744], [0.24183, 3.29142, -2.25483], [-0.43025, 2.02288, -1.23913], [-1.56767, 2.99291, -3.90396], [-1.45685, 1.32826, -3.31132], [2.41790, -2.29324, 2.52690], [3.36699, -1.59133, 2.30677], [3.41170, -0.76896, 1.23436], [4.71015, -0.12972, 1.15514], [5.27423, -0.18990, 2.56716], [4.65870, -1.48512, 3.08966], [5.31884, -0.69340, 0.45486], [4.56791, 0.88196, 0.78307], [6.36045, -0.17761, 2.57967], [4.90965, 0.65800, 3.14964], [5.27281, -2.35172, 2.83951], [4.45135, -1.48917, 4.15612], [7.18244, -2.17919, 0.75384], [7.38676, -2.63115, -0.33878], [8.62013, -2.68509, -0.86963], [8.57049, -3.17958, -2.22273], [7.26211, -3.96016, -2.31136], [6.37927, -3.19341, -1.32688], [8.58927, -2.32185, -2.89717], [9.45764, -3.78260, -2.39263], [6.86787, -4.01198, -3.32318], [7.41512, -4.97840, -1.95313], [5.86431, -2.35386, -1.79940], [5.64828, -3.80870, -0.80890], [-5.75791, -0.12895, -0.90474], [-6.89619, -0.05014, -1.30929], [-7.77342, -1.01973, -1.01360], [-9.03886, -0.78031, -1.68182], [-9.04076, 0.71531, -1.96924], [-7.54980, 1.00507, -2.16381], [-9.05260, -1.38392, -2.58967], [-9.83441, -1.11209, -1.02167], [-9.66148, 0.97849, -2.82133], [-9.41082, 1.25842, -1.09934], [-7.22127, 0.84831, -3.19283], [-7.23249, 1.99312, -1.85170], [0.86609, 5.14425, 0.41501], [0.87812, 5.51088, 1.55565], [1.87898, 6.26221, 2.05066], [1.70066, 6.48970, 3.46108], [0.20855, 6.28721, 3.70896], [-0.13925, 5.23819, 2.65288], [2.31394, 5.76642, 4.00154], [2.05364, 7.49143, 3.68795], [-0.01393, 5.98976, 4.73077], [-0.32917, 7.21203, 3.49970], [0.02051, 4.21977, 3.01293], [-1.14950, 5.32408, 2.26076]],
  "atomic_forces_ev_per_a": [[-0.05, -0.19, -0.46], [0.09, -1.17, 1.03], [-0.60, 0.56, 0.32], [0.42, 0.08, -1.01], [0.57, 0.87, 0.34], [-0.07, 0.07, -0.04], [0.02, -0.03, 0.06], [0.01, 0.08, 0.06], [-0.26, -0.19, -0.33], [-0.31, -0.11, -0.25], [-0.01, 0.09, -0.01], [-0.08, 0.01, 0.11], [0.04, -0.04, -0.03], [0.06, 0.03, 0.06], [-0.04, 0.11, -0.05], [-0.01, -0.43, -0.21], [-0.04, -0.11, 0.12], [-0.01, 0.03, -0.09], [-0.03, 0.02, 0.01], [0.01, 0.00, -0.01], [0.09, 0.07, 0.06], [-0.02, 0.19, 0.03], [-0.18, -0.10, 0.03], [0.16, -0.01, -0.13], [0.10, -0.02, 0.15], [0.07, 0.02, -0.04], [-0.12, -0.04, -0.05], [0.08, 0.05, 0.27], [-0.01, 0.01, -0.01], [-0.07, -0.01, 0.02], [-0.01, 0.04, 0.00], [0.03, 0.00, -0.01], [0.01, -0.02, -0.04], [-0.04, 0.01, -0.11], [-0.08, 0.09, 0.00], [0.13, -0.15, 0.05], [0.04, 0.06, 0.06], [0.01, 0.16, -0.01], [-0.08, -0.04, 0.06], [-0.02, 0.20, -0.05], [0.07, -0.05, -0.02], [-0.11, -0.02, -0.01], [0.01, -0.07, -0.05], [0.01, 0.01, 0.00], [0.02, -0.02, 0.01], [0.01, -0.09, 0.01], [-0.09, -0.04, 0.02], [-0.04, 0.04, -0.01], [0.08, 0.00, -0.04], [-0.05, -0.03, -0.05], [-0.03, 0.04, 0.10], [0.17, -0.15, -0.04], [-0.02, 0.00, -0.01], [0.02, 0.00, 0.05], [0.00, 0.06, -0.01], [0.01, -0.01, -0.01], [-0.03, 0.01, 0.01], [-0.05, 0.07, 0.02], [-0.01, 0.29, 0.14], [0.21, -0.20, 0.00], [-0.14, -0.07, 0.01], [-0.03, 0.04, -0.06], [0.11, 0.05, 0.05], [-0.13, -0.09, 0.11], [0.01, 0.01, -0.02], [0.04, 0.00, 0.05], [0.03, -0.02, -0.04], [-0.03, 0.00, -0.01], [0.05, 0.03, -0.01], [0.11, 0.09, -0.05], [-0.16, -0.11, -0.01], [0.06, 0.01, 0.04], [0.08, 0.04, 0.03], [-0.06, -0.01, 0.06], [0.00, -0.04, -0.10], [0.05, 0.22, 0.04], [-0.01, -0.01, 0.01], [0.01, 0.02, -0.05], [0.03, -0.04, 0.00], [0.00, 0.01, 0.01], [-0.02, -0.02, -0.01], [0.00, -0.09, -0.03]],
  "mulliken_charge": [-0.388, 0.983, -0.471, -0.517, -0.069, 0.349, 0.020, 0.393, 0.317, 0.320, -0.611, 0.370, -0.404, -0.002, -0.554, 0.168, -0.106, 0.355, 0.374, 0.273, 0.082, 0.062, -0.572, 0.431, -0.363, 0.022, -0.422, -0.357, 0.245, -0.033, 0.357, 0.137, 0.260, 0.303, -0.612, 0.525, -0.313, 0.016, -0.511, -0.383, -0.211, 0.333, 0.316, 0.308, 0.190, 0.361, -0.529, 0.482, -0.379, -0.428, -0.549, -0.336, 0.263, 0.321, 0.327, 0.281, 0.259, 0.306, -0.597, 0.478, -0.360, -0.439, -0.542, -0.347, 0.273, 0.308, 0.334, 0.285, 0.269, 0.334, -0.533, 0.524, -0.373, -0.427, -0.576, -0.309, 0.252, 0.317, 0.335, 0.277, 0.265, 0.261]
}

(2)
{
  "formula": "H8O4",
  "method": "ωB97M-V/def2-TZVPD",
  "max_force_ha_per_bohr": 0.030,
  "e_tot_ev": -8319.294,
  "total_charge": -1,
  "homo_ev": [0.7, -7.2],
  "e_above_lowest_kj_mol": 16.15,
  "gap_ev": [3.21, 11.08],
  "multiplicity": 2,
  "elements": ["O", "H", "H", "O", "H", "H", "O", "H", "H", "O", "H", "H"],
  "xyz": [[-0.43805, 2.94191, -0.97947], [-0.79816, 2.07149, -0.80935], [-0.37104, 2.99172, -1.93303], [1.29079, -2.49490, 1.24708], [0.96163, -2.76219, 2.10524], [0.59199, -2.73213, 0.63746], [-1.47444, 0.31344, -1.15112], [-0.71831, 0.18510, -0.57839], [-1.81680, -0.56832, -1.29782], [0.82182, 0.11795, 0.55634], [1.29817, -0.66346, 0.83690], [0.65239, 0.59939, 1.36612]],
  "atomic_forces_ev_per_a": [[0.21, 0.75, 0.19], [-0.28, -0.30, -0.13], [-0.01, -0.13, -0.13], [1.42, 0.54, -0.19], [-0.42, -0.29, 0.83], [-0.93, -0.35, -0.65], [-0.60, 0.45, -0.52], [0.88, -0.55, 0.64], [-0.08, -0.29, 0.06], [-0.22, 1.10, -0.67], [0.12, -1.09, 0.26], [-0.10, 0.15, 0.31]],
  "lowdin_spin": [0.039, 0.005, 0.004, 0.313, 0.119, 0.133, 0.119, 0.016, 0.038, 0.149, 0.030, 0.034]
}